[1]
The following is a quantum chemistry calculation of a molecular structure, C54H48BrCl2IN3O7PSr, from OMol25.

Geometry (Å):
Sr (-0.634, -0.200, -0.645)
O (-0.951, 6.093, -1.410)
C (-0.954, 4.755, -1.110)
C (-1.977, 3.923, -1.553)
C (-1.915, 2.587, -1.203)
N (-0.891, 2.126, -0.488)
C (0.063, 2.919, -0.010)
C (0.071, 4.271, -0.307)
C (1.026, 2.223, 0.989)
O (1.916, 2.918, 1.485)
O (0.733, 1.013, 1.209)
C (-3.097, 1.589, -1.402)
O (-4.120, 2.030, -1.918)
O (-2.888, 0.448, -0.885)
H (-1.714, 6.269, -1.970)
H (-2.830, 4.285, -2.114)
H (0.843, 4.913, 0.093)
I (-0.764, -2.923, 1.455)
C (-2.802, -3.224, 1.835)
C (-3.267, -4.413, 1.344)
C (-4.548, -4.905, 1.671)
C (-5.312, -4.212, 2.551)
C (-4.873, -2.966, 3.069)
C (-5.701, -2.309, 4.012)
C (-5.342, -1.105, 4.527)
C (-4.181, -0.477, 4.039)
C (-3.354, -1.044, 3.105)
P (-2.092, 0.110, 2.321)
C (-3.121, 1.612, 2.085)
C (-2.504, 2.862, 2.145)
C (-3.185, 4.011, 1.769)
C (-4.490, 3.926, 1.306)
C (-5.100, 2.683, 1.208)
C (-4.421, 1.537, 1.591)
C (-1.106, 0.541, 3.824)
C (-1.514, 1.426, 4.819)
C (-0.727, 1.653, 5.941)
C (0.486, 0.996, 6.084)
C (0.912, 0.126, 5.091)
C (0.128, -0.093, 3.968)
C (-3.637, -2.386, 2.657)
H (-2.624, -5.009, 0.710)
H (-4.886, -5.844, 1.251)
H (-6.277, -4.586, 2.874)
H (-6.623, -2.795, 4.309)
H (-5.961, -0.600, 5.259)
H (-3.970, 0.527, 4.381)
H (-1.471, 2.941, 2.465)
H (-2.678, 4.968, 1.815)
H (-5.017, 4.818, 0.988)
H (-6.096, 2.596, 0.792)
H (-4.897, 0.573, 1.461)
H (-2.449, 1.963, 4.720)
H (-1.064, 2.354, 6.696)
H (1.106, 1.177, 6.954)
H (1.872, -0.368, 5.170)
H (0.503, -0.728, 3.177)
Br (3.802, 3.059, -1.480)
C (4.102, 1.433, -0.512)
C (5.337, 1.264, 0.099)
C (5.527, 0.085, 0.796)
C (4.494, -0.836, 0.866)
C (3.304, -0.551, 0.213)
N (3.124, 0.572, -0.486)
C (2.147, -1.544, 0.307)
O (2.203, -2.368, 1.241)
O (1.244, -1.482, -0.566)
H (6.097, 2.027, 0.024)
H (6.472, -0.105, 1.292)
H (4.566, -1.755, 1.429)
Cl (2.635, -5.817, -1.835)
C (1.762, -4.260, -1.579)
Cl (0.192, -4.243, -2.351)
H (2.368, -3.476, -2.013)
H (1.652, -4.121, -0.511)
C (-4.174, -0.799, -6.741)
C (-3.620, -1.136, -5.377)
C (-4.443, -1.705, -4.414)
C (-3.895, -2.011, -3.163)
C (-4.754, -2.575, -2.061)
C (-2.568, -1.756, -2.915)
C (-1.704, -1.065, -3.819)
C (-2.294, -0.833, -5.098)
N (-0.485, -0.713, -3.355)
C (0.549, -0.294, -4.283)
C (0.308, 1.096, -4.924)
C (1.475, 1.499, -5.834)
C (1.681, 0.435, -6.917)
C (2.008, -0.914, -6.266)
C (3.274, -0.780, -5.414)
C (3.037, 0.271, -4.327)
C (2.748, 1.618, -4.995)
C (1.843, -0.152, -3.467)
C (0.837, -1.342, -5.378)
H (-5.201, -1.155, -6.845)
H (-3.576, -1.252, -7.536)
H (-4.176, 0.281, -6.912)
H (-5.490, -1.899, -4.623)
H (-5.695, -2.970, -2.451)
H (-4.985, -1.791, -1.334)
H (-4.241, -3.376, -1.523)
H (-2.160, -2.058, -1.956)
H (-1.726, -0.365, -5.889)
H (0.202, 1.819, -4.106)
H (-0.626, 1.122, -5.483)
H (1.256, 2.465, -6.306)
H (2.495, 0.739, -7.587)
H (0.774, 0.339, -7.525)
H (2.169, -1.666, -7.048)
H (4.132, -0.498, -6.039)
H (3.506, -1.746, -4.953)
H (3.926, 0.362, -3.692)
H (3.597, 1.911, -5.627)
H (2.623, 2.391, -4.234)
H (1.686, 0.581, -2.670)
H (2.041, -1.104, -2.967)
H (1.061, -2.287, -4.871)
H (-0.047, -1.519, -5.993)

## Properties
* calculated total energy: -188901.812 eV
* frontier orbital gap: 5.03 eV
* net charge: -2
* HOMO: -1.171 eV
* LUMO energy: 0.1419 hartree
* energy above the lowest of the compared OMol25 structures with the same formula, charge and spin: 24.5 kcal per mole


[2]
The following is a quantum chemistry calculation of a molecular structure, C18H17BrN3O2TeV, from OMol25.

Geometry (Å):
V (-0.039, 1.789, 0.526)
Br (1.902, 0.123, -1.960)
C (2.795, 1.179, -0.693)
C (4.178, 1.261, -0.708)
C (4.796, 2.126, 0.177)
C (4.018, 2.894, 1.041)
C (2.659, 2.734, 0.991)
N (2.032, 1.879, 0.144)
C (1.731, 3.491, 1.885)
O (2.011, 4.321, 2.670)
O (0.411, 3.105, 1.639)
H (4.745, 0.668, -1.411)
H (5.875, 2.209, 0.187)
H (4.442, 3.599, 1.743)
C (-5.623, 1.695, 0.091)
N (-4.234, 2.164, 0.222)
C (-3.829, 3.477, 0.337)
C (-2.482, 3.461, 0.436)
N (-2.049, 2.136, 0.384)
C (-3.153, 1.398, 0.252)
H (-6.279, 2.553, 0.192)
H (-5.840, 0.980, 0.881)
H (-5.767, 1.242, -0.886)
H (-4.532, 4.292, 0.349)
H (-1.802, 4.286, 0.562)
H (-3.199, 0.322, 0.192)
C (-0.835, -1.789, -0.987)
Te (-0.531, -0.993, 0.972)
C (1.211, -2.209, 1.016)
C (0.874, -3.312, 0.036)
C (1.553, -4.524, 0.092)
C (1.249, -5.530, -0.812)
C (0.260, -5.333, -1.766)
C (-0.427, -4.131, -1.818)
C (-0.118, -3.118, -0.917)
H (-0.394, -1.121, -1.721)
H (-1.903, -1.870, -1.175)
H (1.325, -2.572, 2.034)
H (2.078, -1.617, 0.738)
H (2.313, -4.685, 0.846)
H (1.774, -6.473, -0.761)
H (0.014, -6.123, -2.462)
H (-1.207, -3.984, -2.556)

## Properties
* calculated total energy: -130516.632 eV
* frontier orbital gap (alpha / beta): 6.39 / 7.02 eV
* net charge: +2
* HOMO (alpha / beta): -14.463 / -14.467 eV
* expectation value of S²: 2.02
* 2S+1: 3
* LUMO energy (alpha / beta): -0.2968 / -0.2738 hartree


[3]
The following is a quantum chemistry calculation of a molecular structure, C18H34FNO10PPtS, from OMol25.

Geometry (Å):
C (-1.180, -5.966, -1.146)
C (-1.163, -5.212, -2.454)
O (-0.300, -4.054, -2.441)
P (-0.791, -2.793, -1.625)
O (-2.239, -2.561, -1.629)
C (0.110, -1.383, -2.304)
C (-0.557, -0.108, -1.762)
C (0.374, 1.141, -1.738)
C (0.687, 1.703, -0.318)
C (2.107, 2.370, -0.412)
C (2.668, 2.905, 0.916)
C (3.770, 2.011, 1.492)
S (3.917, 2.102, 3.253)
O (3.709, 3.458, 3.642)
O (5.112, 1.419, 3.606)
O (2.737, 1.215, 3.794)
C (0.903, 0.652, 0.730)
O (0.561, 0.939, 1.900)
O (1.520, -0.381, 0.470)
N (-0.275, 2.634, 0.197)
C (-0.332, 3.946, -0.395)
C (0.340, 5.063, 0.452)
F (-0.516, 6.147, 0.454)
C (-1.570, 2.131, 0.592)
C (-2.625, 2.044, -0.573)
O (-3.147, 0.747, -0.653)
C (-4.147, 0.475, 0.224)
C (-4.859, -0.790, -0.100)
O (-4.367, 1.188, 1.151)
O (-0.311, -2.991, -0.108)
C (1.013, -3.427, 0.191)
C (1.245, -3.207, 1.665)
H (-0.171, -6.236, -0.839)
H (-1.653, -5.384, -0.358)
H (-1.748, -6.884, -1.259)
H (-0.771, -5.858, -3.231)
H (-2.174, -4.932, -2.730)
H (1.151, -1.429, -1.992)
H (0.102, -1.447, -3.387)
H (-1.021, -0.316, -0.806)
H (-1.368, 0.128, -2.442)
H (-0.045, 1.900, -2.391)
H (1.343, 0.894, -2.160)
H (2.762, 1.562, -0.726)
H (2.128, 3.094, -1.221)
H (1.864, 3.003, 1.641)
H (3.048, 3.911, 0.766)
H (4.740, 2.345, 1.138)
H (3.625, 0.972, 1.214)
H (1.881, 1.655, 3.686)
H (0.116, 3.960, -1.384)
H (-1.359, 4.279, -0.510)
H (1.269, 5.391, -0.002)
H (0.474, 4.745, 1.480)
H (-1.991, 2.822, 1.322)
H (-1.509, 1.175, 1.086)
H (-2.197, 2.312, -1.533)
H (-3.412, 2.761, -0.364)
H (-4.157, -1.616, -0.020)
H (-5.644, -0.913, 0.632)
H (-5.256, -0.728, -1.106)
H (1.134, -4.474, -0.084)
H (1.748, -2.865, -0.386)
H (0.620, -2.394, 2.016)
H (2.276, -2.977, 1.900)
H (0.891, -4.106, 2.293)
Pt (0.909, -5.765, 2.691)

## Properties
* calculated total energy: -67257.612 eV
* frontier orbital gap: 2.06 eV
* net charge: +1
* HOMO: -11.062 eV
* LUMO energy: -0.3309 hartree


[4]
The following is a quantum chemistry calculation of a molecular structure, C28H29F4N2O, from OMol25.

Geometry (Å):
F (-3.331, 3.068, -2.298)
C (-3.011, 1.729, -2.366)
C (-3.937, 0.854, -2.926)
C (-3.566, -0.488, -2.983)
F (-4.475, -1.396, -3.485)
C (-2.336, -0.955, -2.527)
C (-1.440, -0.056, -1.916)
C (-0.155, -0.556, -1.298)
C (1.068, -0.036, -1.982)
C (2.307, -0.632, -1.663)
C (3.472, -0.197, -2.285)
F (4.676, -0.710, -1.863)
C (3.483, 0.772, -3.285)
C (2.261, 1.372, -3.563)
F (2.237, 2.448, -4.422)
C (1.062, 0.968, -2.976)
C (-1.771, 1.311, -1.878)
H (-4.896, 1.198, -3.303)
H (-2.082, -2.015, -2.606)
H (-0.133, -1.656, -1.340)
H (2.345, -1.440, -0.931)
H (4.398, 1.085, -3.779)
H (0.142, 1.456, -3.296)
H (-1.054, 2.043, -1.498)
C (0.085, -2.864, 3.874)
N (0.236, -1.885, 2.827)
C (-0.554, -1.772, 1.614)
C (-2.109, -1.795, 1.855)
C (-2.495, -0.685, 2.830)
C (-2.564, -3.167, 2.357)
C (-2.783, -1.558, 0.521)
N (-0.019, -0.587, 0.997)
C (1.214, -0.180, 1.596)
C (1.301, 1.321, 1.938)
C (1.979, 2.130, 0.867)
C (3.360, 2.003, 0.682)
C (4.005, 2.755, -0.299)
C (3.268, 3.616, -1.114)
C (1.885, 3.723, -0.950)
C (1.243, 3.000, 0.056)
C (1.276, -1.002, 2.872)
O (2.099, -0.881, 3.776)
H (1.013, -2.887, 4.453)
H (-0.732, -2.599, 4.560)
H (-0.111, -3.856, 3.452)
H (-0.337, -2.650, 0.967)
H (-2.085, 0.278, 2.500)
H (-3.589, -0.596, 2.858)
H (-2.150, -0.892, 3.850)
H (-2.106, -3.971, 1.766)
H (-2.347, -3.331, 3.417)
H (-3.655, -3.254, 2.243)
H (-2.444, -2.288, -0.224)
H (-3.874, -1.662, 0.608)
H (-2.593, -0.548, 0.152)
H (-0.172, -0.322, -0.023)
H (2.079, -0.486, 0.972)
H (0.283, 1.692, 2.126)
H (1.887, 1.399, 2.869)
H (3.922, 1.315, 1.319)
H (5.084, 2.655, -0.431)
H (3.770, 4.196, -1.890)
H (1.298, 4.367, -1.608)
H (0.167, 3.099, 0.231)

## Properties
* calculated total energy: -45394.919 eV
* frontier orbital gap: 5.18 eV
* net charge: +1
* HOMO: -11.903 eV
* LUMO energy: -0.2470 hartree
* energy above the lowest of the compared OMol25 structures with the same formula, charge and spin: 21.3 kcal per mole


Molar mass list, top to bottom, in g mol⁻¹: 1247.3 565.8 701.6 485.5
Maximum force list, top to bottom, in eV/A: 1.5 0.9 2.2 6.7